[1]
Entry from OMol25: a structure of composition C22H25Cl2N4O6PSeW (ωB97M-V with the def2-TZVPD basis set).

```
62
Properties=species:S:1:pos:R:3:forces:R:3
W 0.576933 0.366406 0.126764 -0.1 0.2 0.3
Se -0.337986 5.616739 5.658848 -0.1 0.0 0.0
Cl 1.663769 -2.870218 -1.543887 0.0 0.0 0.0
Cl 1.037540 -0.113018 -2.320963 -0.1 -0.1 -0.2
P -2.300626 -0.509181 -0.915376 0.2 -0.2 -0.1
O 2.361273 -0.306619 0.214564 -0.1 -0.3 -0.1
O 4.339837 -0.694102 -0.778540 0.0 -0.1 0.0
O -3.549223 -0.354265 -0.186875 0.0 0.0 0.1
O -2.086485 -1.731513 -1.853521 -0.1 0.1 0.1
O -1.769696 0.733456 -1.751819 -0.1 0.0 0.0
O -1.024064 -0.588262 0.125299 0.1 -0.2 0.0
N -0.231461 5.711914 3.895687 0.1 0.0 -0.1
N 0.424703 0.524041 2.246168 0.0 0.1 0.0
N -0.169771 3.856450 5.691955 0.1 -0.1 0.0
N 0.383511 2.420314 0.418566 0.0 0.1 -0.1
C -0.036089 3.458723 4.452512 0.0 0.0 0.0
C 3.163245 -0.754146 -0.806844 0.0 0.1 0.2
C -2.682521 1.536332 -2.643088 0.0 0.1 0.0
C -4.235254 -2.903564 -2.009670 0.0 0.0 0.0
C 0.176914 0.989668 4.965686 0.0 0.0 0.0
C 0.233495 2.824968 1.711953 0.0 0.0 0.0
C -0.067917 4.490168 3.456240 0.0 0.0 0.0
C -1.749544 2.162631 -3.659317 0.0 0.0 0.0
C -2.761479 -3.071394 -1.700308 0.0 0.0 0.0
C 0.380617 3.337343 -0.564735 0.0 0.1 0.0
C 0.074829 4.160716 2.044017 0.0 0.0 0.0
C 0.457625 -0.493264 3.105157 0.0 0.0 0.0
C -3.685882 0.621745 -3.321082 0.0 0.0 0.0
C 2.366276 -1.334347 -1.968624 0.1 0.0 0.0
C -2.517462 -3.567800 -0.287794 0.0 0.0 0.0
C -2.068446 -3.931637 -2.735664 0.0 0.0 0.0
C 0.226310 4.686615 -0.299948 0.0 0.0 0.1
C 0.261562 1.782619 2.717710 0.0 0.0 0.0
C 0.069437 5.103663 1.011199 0.0 0.0 -0.1
C 0.135353 2.063959 4.067718 0.0 0.0 0.0
C 0.338074 -0.289903 4.477745 0.0 0.0 0.0
C -3.356626 2.572093 -1.763194 0.0 0.0 0.0
H -2.609767 3.203760 -1.275173 0.0 0.0 0.0
H -2.197476 -3.512111 -3.732783 0.0 0.0 0.0
H -0.052947 6.151210 1.257311 0.0 0.0 0.0
H 0.232537 5.393685 -1.116575 0.0 0.0 0.0
H -2.325173 2.776879 -4.350874 0.0 0.0 0.0
H 2.967576 -1.403800 -2.869134 0.0 0.0 0.0
H -3.184316 -0.157913 -3.894348 0.0 0.0 0.0
H -3.997273 3.211072 -2.370780 0.0 0.0 0.0
H -4.366400 0.164972 -2.601803 0.0 0.0 0.0
H -4.722757 -2.247193 -1.290738 0.0 0.0 0.0
H -1.003026 -4.019016 -2.523846 0.0 0.0 0.0
H 0.371799 -1.141017 5.142165 0.0 0.0 0.0
H -1.018026 2.811648 -3.175470 0.0 0.0 0.0
H -2.503874 -4.930519 -2.725600 0.0 0.0 0.0
H 0.579465 -1.484813 2.688759 0.0 0.0 0.0
H 0.079689 1.182601 6.026276 0.0 0.0 0.0
H -1.447657 -3.626040 -0.077671 0.0 0.0 0.0
H 0.503994 2.965041 -1.572592 0.0 0.0 0.0
H -4.372722 -2.507851 -3.016070 0.0 0.0 0.0
H -2.937974 -4.567967 -0.183065 0.0 0.0 0.0
H -3.968147 2.090776 -1.001453 0.0 0.0 0.0
H -1.231719 1.396917 -4.238071 0.0 0.0 0.0
H -4.285958 1.218337 -4.007904 0.0 0.0 0.0
H -4.715949 -3.881036 -1.964727 0.0 0.0 0.0
H -3.002069 -2.925850 0.449227 0.0 0.0 0.0
```
Positions in Å, forces in eV/Å.

Results
**Spin multiplicity**: 3
**E_tot**: -5253.72953 hartree
**Orbital gap (alpha / beta)**: 7.0 / 7.2 eV
**Expectation value of S²**: 2.0091
**HOMO (alpha / beta)**: -0.546 / -0.549 Eh
**Total charge**: +2

[2]
Entry from OMol25: a cluster of 7 separate species, C22H25F2N5 in total in a non-equilibrium geometry (ωB97M-V with the def2-TZVPD basis set).

```
54
Properties=species:S:1:pos:R:3:forces:R:3
F -0.594761 -0.229032 0.414580 1.1 -1.9 -0.3
F -0.288191 3.307048 2.577250 2.0 0.6 0.1
N 5.479089 -3.061792 -0.542350 -0.1 -0.8 1.9
N 2.924269 1.748778 -1.970020 -0.5 1.0 -1.5
N 0.570439 -4.510342 4.165170 -1.4 1.0 0.3
N -0.740981 2.518228 -3.315360 -0.5 0.0 -2.6
N -3.019201 -1.206852 -1.716690 -0.1 0.5 0.0
C 5.645219 -2.633222 -1.577100 -0.4 0.7 -0.1
C 5.745289 -2.142232 -2.901280 0.2 0.4 -1.1
C 2.557559 3.022868 -4.232590 -1.2 0.6 0.4
C -0.098791 -2.607062 0.717450 -0.1 1.4 -0.4
C -3.146991 -0.083202 -1.500990 -0.1 -1.1 0.1
C -0.088951 2.532968 -0.794920 0.8 0.1 -1.4
C 1.064029 -1.301482 -0.964170 0.4 0.6 -0.4
C 0.601289 -3.725092 0.306510 -0.2 0.1 0.0
C 0.164079 -1.392332 0.069380 -1.3 0.5 0.5
C 1.799439 -2.403652 -1.327800 -0.5 -1.1 0.5
C -0.449661 2.510658 -2.224800 0.2 -0.1 3.0
C -3.785971 3.044528 2.043560 0.0 -2.7 0.9
C -3.928721 1.676978 2.396440 -0.8 -0.3 -0.7
C -1.516421 -3.030392 4.685920 -0.8 0.2 0.3
C -0.365411 -3.857522 4.382170 1.2 -1.4 -0.2
C 2.728309 2.336938 -2.954880 1.2 -1.4 0.9
C -2.875331 0.809058 2.713980 0.1 1.8 0.9
C 1.533509 -3.626692 -0.707900 0.8 0.0 -0.3
C -3.273701 1.313598 -1.178770 -0.4 0.9 -0.5
C -1.453421 2.728818 2.490450 -1.5 -1.8 0.5
C -1.610011 1.367208 2.820780 0.3 1.0 -0.6
C -2.511441 3.531948 2.134440 -0.1 1.2 -0.6
H 2.098989 -4.502882 -0.988830 0.0 -0.1 -0.1
H 1.306139 -0.443702 -1.574080 -0.5 0.6 0.5
H 2.521219 -2.273562 -2.120590 0.1 -0.3 0.0
H 3.205469 2.779218 -5.074570 0.2 -0.2 0.6
H 0.832879 3.112838 -0.840370 0.0 0.2 0.7
H -1.159361 -2.105632 5.139160 -0.2 0.2 -0.4
H 2.561219 4.088418 -4.003040 0.4 0.1 -0.3
H -0.867021 2.997948 -0.189530 0.2 -0.2 0.0
H -3.340391 1.887798 -2.102860 0.6 0.0 -0.2
H -2.406791 1.605858 -0.586200 -0.4 0.1 0.1
H 6.172879 -1.142582 -2.978530 0.3 -0.2 0.3
H 0.380239 -4.666252 0.787920 0.2 -0.1 0.0
H -2.201301 -2.920232 3.845150 0.6 0.6 -0.5
H -4.225961 1.594038 -0.728600 0.2 -0.5 0.6
H 1.519119 2.849448 -4.514850 -0.1 -0.2 -0.3
H 0.203339 1.522148 -0.510460 -0.3 0.2 0.3
H -2.991141 -0.170012 3.154900 -0.5 -0.2 -0.6
H -4.661791 3.618228 1.778600 0.2 0.2 0.0
H -4.911301 1.232668 2.337090 -0.2 0.1 0.1
H 6.370959 -2.888682 -3.390600 -0.2 0.3 -0.7
H -2.241651 -3.444502 5.386400 0.6 -0.6 0.5
H -0.773841 0.756428 3.127650 0.2 0.2 0.0
H -0.861671 -2.664812 1.479740 0.0 0.1 0.1
H -2.346941 4.572168 1.895070 0.4 0.1 0.1
H 4.752149 -2.033082 -3.337010 0.0 -0.5 -0.2
```
Positions in Å, forces in eV/Å.

Results
**Spin multiplicity**: 1
**SMILES string**: Fc1ccccc1.Fc1ccccc1.CC#N.CC#N.CC#N.CC#N.CC#N
**E_tot**: -1326.73048 hartree
**Orbital gap**: 9.6 eV
**HOMO**: -0.335 Eh
**Total charge**: 0

[3]
Entry from OMol25: a structure of composition C22H25IN2O23 in a non-equilibrium geometry (ωB97M-V with the def2-TZVPD basis set).

```
73
Properties=species:S:1:pos:R:3:forces:R:3
I -0.251012 -5.669344 5.745064 0.5 0.0 0.4
O 1.099662 4.551971 -6.741886 -0.7 0.0 0.3
O -1.969841 1.536156 0.283161 0.4 0.6 0.6
O -2.781848 -3.922581 3.443584 5.7 -1.4 -0.4
O -3.774974 -6.562784 6.002451 -0.4 -0.1 1.1
O -5.556135 -6.154954 7.308409 0.4 -0.3 0.3
O -3.631889 -6.921940 8.235087 -0.6 0.2 -0.6
O 2.832267 -0.493511 -0.352235 1.3 0.7 -0.6
O 4.400699 0.454913 -1.690323 -0.1 -0.4 0.8
O 0.081629 2.360756 0.686723 -0.6 0.3 0.3
O -0.893092 -2.757761 4.009911 -0.1 -3.5 -1.8
O -0.899426 -6.300271 2.894475 -2.6 -0.1 -4.0
O 6.000997 5.588202 -1.579144 -0.2 -0.6 0.7
O 4.989134 -1.071971 -0.114073 -0.2 0.7 -0.7
O -1.654114 2.964518 2.015177 0.4 -0.4 -0.8
O -0.268206 -4.024706 0.583686 0.6 -1.6 3.9
O -0.222719 5.522031 -5.205956 -0.1 -0.4 -0.6
O -3.619942 1.701239 -5.292330 0.2 0.0 0.5
O -2.479534 0.681705 -3.618682 -0.5 0.9 -0.6
O 6.596830 4.067393 -0.006325 -0.4 0.4 -0.4
O 1.778927 -4.430966 1.521296 -5.2 -0.7 1.8
O -1.075019 3.934888 -6.580373 0.8 0.6 0.2
O -2.989918 2.882976 -3.486058 -0.1 -0.6 -0.2
O 4.436003 4.640047 -0.241200 0.8 0.3 -0.3
N -2.866181 -6.522619 1.200713 5.7 -0.1 3.0
N 0.748836 -5.007090 4.022046 -1.6 -1.2 -1.0
C 0.375033 -4.444091 1.618794 4.0 1.6 -4.4
C -1.398566 -3.826141 3.489708 -4.7 3.7 1.7
C -1.154785 1.173111 -0.824505 -0.2 -0.5 -0.8
C 0.234334 1.340451 -0.292154 0.7 -0.6 -0.3
C -0.151907 4.607058 -6.211341 -0.6 -0.7 -0.3
C -1.222032 2.343947 1.081774 -0.6 0.2 0.7
C 2.865479 -1.613626 0.531481 -0.9 -1.0 0.5
C -4.261160 -6.578520 7.270186 0.9 -0.3 0.2
C 5.900119 3.499937 1.094529 0.3 -0.4 0.7
C -5.858808 -5.629123 6.022273 -0.6 0.5 -0.3
C 1.107246 5.933307 -4.921079 0.4 0.4 0.8
C -2.983013 1.661641 -4.088352 0.6 -1.1 0.5
C 5.704823 4.835198 -0.691797 0.1 0.5 -0.7
C 1.831677 5.642133 -6.199574 0.8 0.3 -0.3
C 4.100143 -0.301809 -0.799698 -0.2 0.3 -0.5
C -0.357078 -4.944625 2.979683 1.7 2.1 0.4
C -3.467847 3.816625 -4.441928 0.1 1.1 0.1
C 4.474071 3.525352 0.640107 -0.8 -0.7 0.4
C -4.871762 -6.319725 5.134387 0.0 0.2 -1.2
C 4.289088 -1.640680 0.986694 0.1 -0.5 0.8
C -4.263852 2.963924 -5.381807 -0.5 0.2 -0.6
C -1.839719 -6.445388 1.850105 -3.4 0.6 0.3
H -6.892304 -5.847322 5.746407 0.1 -0.1 0.2
H -5.244687 -7.277949 4.758650 0.0 0.0 0.1
H -4.566725 -5.700329 4.286948 0.3 0.0 0.1
H 1.138692 6.991216 -4.655541 -0.2 -0.1 0.0
H 2.585564 -2.512259 -0.024521 -0.1 0.0 0.2
H 6.254170 2.488357 1.299801 0.1 0.1 -0.2
H -4.241757 3.339520 -6.406344 0.1 -0.2 0.1
H 0.942780 1.645452 -1.064345 0.0 0.1 0.2
H 4.458551 -1.019168 1.871820 0.0 0.0 -0.1
H 3.775697 3.661006 1.467552 0.0 0.1 -0.2
H -4.075074 4.586944 -3.962512 0.1 -0.2 0.2
H 1.311593 -5.842160 3.752506 -0.3 0.8 0.0
H 0.608280 0.436527 0.194841 -0.1 0.1 -0.1
H 1.792559 6.479095 -6.903379 0.0 0.0 0.0
H 2.166626 -1.477625 1.357904 -0.1 -0.1 -0.2
H 1.487256 5.344939 -4.080990 0.0 0.0 -0.1
H 4.640437 -2.652688 1.191893 0.0 0.1 -0.1
H 4.195831 2.625470 0.083717 0.1 0.1 0.0
H -1.367920 1.849598 -1.656315 0.0 -0.1 0.1
H -5.717247 -4.544699 6.041468 0.1 -0.1 0.0
H -2.612324 4.290900 -4.929562 -0.2 -0.1 0.0
H -1.360257 0.149190 -1.139084 -0.1 0.2 0.1
H -5.305904 2.852939 -5.066169 0.1 0.0 0.0
H 6.069219 4.121675 1.979127 0.0 0.0 -0.1
H 2.874329 5.366116 -6.034557 -0.2 -0.1 -0.1
```
Positions in Å, forces in eV/Å.

Results
**Spin multiplicity**: 1
**E_tot**: -2991.06641 hartree
**Orbital gap**: 4.9 eV
**HOMO**: -0.075 Eh
**Total charge**: -2

[4]
Entry from OMol25: a structure of composition C22H25INOV in a non-equilibrium geometry (ωB97M-V with the def2-TZVPD basis set).

```
51
Properties=species:S:1:pos:R:3:forces:R:3
I -1.563911 1.653132 3.697719 -1.5 1.5 1.5
V -0.365203 0.085627 2.107246 -0.9 0.4 -0.5
O -1.495713 1.047320 0.686354 0.0 1.1 1.2
N -1.537968 1.721869 -1.624150 -0.2 1.0 -0.9
C -1.474723 -1.572716 3.477044 0.2 -0.2 -1.1
C 0.813387 1.969566 -2.394674 0.3 0.3 -0.3
C 1.414155 1.540824 3.013975 0.2 -0.3 -1.4
C 1.780122 0.415462 1.029550 0.5 -0.5 0.6
C -0.461928 2.676923 -2.049215 -1.2 -0.4 0.7
C -0.200085 -2.241349 1.681999 -0.6 -0.6 0.2
C 1.641858 0.170773 3.323260 0.5 0.0 -0.7
C 1.397209 1.675694 1.583967 1.1 -0.2 1.1
C -3.207719 -1.329747 -0.593834 0.1 0.1 -0.2
C 3.235132 1.979122 -2.385597 -0.2 0.0 -0.3
C -1.230956 -2.900573 -1.113553 -0.4 -0.4 0.1
C 0.823950 0.761883 -3.093058 0.5 0.0 -0.3
C -1.350895 0.830377 -0.582396 0.8 -1.4 -0.5
C 2.022932 2.593434 -2.076489 0.1 -0.1 0.0
C -0.204844 -2.072203 3.100472 -0.7 -0.9 -0.8
C -1.730178 -1.661498 -0.357503 0.8 0.3 0.7
C 1.906994 -0.521562 2.095919 1.6 1.2 -0.1
C -2.241052 -1.419407 2.278153 0.7 -0.3 -0.3
C -1.443102 -1.798665 1.144668 0.1 -0.1 0.9
C 3.243080 0.727506 -3.009734 0.0 -0.1 0.4
C -0.832777 -0.505552 -0.905621 0.2 -0.3 -0.4
C 2.042323 0.095413 -3.320092 -0.7 0.4 -0.3
H -3.842130 -2.159500 -0.251497 0.0 0.2 -0.1
H 0.591944 -2.345909 3.770155 0.1 0.1 0.0
H -3.485782 -0.396780 -0.054730 0.2 -0.7 -0.4
H 1.298161 2.344598 3.729643 -0.3 -0.3 -0.2
H 1.669774 -0.255580 4.322735 0.0 0.1 -0.3
H -0.118516 0.375445 -3.501826 0.5 0.1 0.4
H -1.730269 -3.830308 -0.770694 0.3 0.4 -0.1
H 0.566640 -2.697919 1.071401 0.2 0.3 0.2
H 0.189161 -0.562810 -0.485769 -0.3 -0.6 -0.1
H -0.130659 -3.002181 -1.006190 -0.7 0.0 0.0
H 4.168345 2.483249 -2.154076 -0.1 -0.1 0.0
H -0.689160 -0.601174 -1.980196 -0.4 -0.3 0.1
H 1.351945 2.619567 1.041821 -0.4 -0.4 0.1
H -1.453342 -2.754015 -2.181513 0.1 -0.2 0.2
H -3.360449 -1.171744 -1.676881 -0.1 0.0 0.4
H 2.119134 0.242531 0.004437 -0.5 0.0 0.3
H 2.009376 -0.901398 -3.771226 0.2 0.4 0.0
H -2.422894 2.206743 -1.539802 0.0 0.3 0.0
H 4.181937 0.227012 -3.238721 -0.1 0.1 0.1
H 1.993820 3.592765 -1.612332 0.1 -0.6 -0.1
H -0.300425 3.397894 -1.238077 0.3 0.1 -0.1
H -1.789130 -1.343399 4.487430 0.0 0.1 -0.3
H -0.859589 3.221595 -2.913551 0.1 0.0 0.0
H 2.320306 -1.524303 2.003723 -0.5 0.3 0.0
H -3.258305 -1.086049 2.231346 -0.1 0.4 0.0
```
Positions in Å, forces in eV/Å.

Results
**Spin multiplicity**: 4
**E_tot**: -2225.02378 hartree
**Orbital gap (alpha / beta)**: 4.5 / 6.7 eV
**Expectation value of S²**: 3.7760
**HOMO (alpha / beta)**: -0.059 / -0.141 Eh
**Total charge**: -1